Density functional theory data (the ωB97M-V functional and the def2-TZVPD basis) for a molecular structure, C31H28CeN6O4S2 in a non-equilibrium geometry.

Structure (XYZ):
```
72
C31H28CeN6O4S2 the ωB97M-V functional and the def2-TZVPD basis
Ce -0.284 1.222 0.689
S 2.570 1.034 0.826
S -0.184 -1.457 -0.811
O 1.100 -1.970 -1.145
O -0.329 -1.067 0.641
O -0.119 2.369 -1.009
O 0.393 2.779 -3.164
N 3.310 1.948 -1.555
N -1.221 2.437 2.659
N -0.616 -0.056 -1.371
N 0.742 0.735 3.041
N -2.710 1.860 0.516
N 3.611 -0.377 -1.127
C 5.747 -0.184 -2.284
C 6.068 -1.229 -4.379
C 3.910 -1.462 -3.334
C 6.555 -0.488 -3.346
C -4.572 3.079 1.294
C -0.087 2.082 -2.329
C -0.359 0.604 -2.670
C -0.754 3.693 4.626
C 2.261 -0.367 4.478
C -1.318 -2.725 -1.149
C -4.104 -5.919 -1.447
C -3.444 1.520 -0.554
C 2.213 0.638 5.357
C -3.518 -3.613 -0.933
C 3.220 0.859 -0.796
C -2.404 3.031 2.594
C -3.278 2.647 1.388
C -0.847 -3.977 -1.531
C -2.834 3.940 3.540
C 4.434 -0.654 -2.256
C -3.066 -4.904 -1.387
C -4.741 1.927 -0.781
C -1.701 -5.118 -1.577
C 1.415 1.718 5.143
C 1.648 -0.300 3.271
C 4.751 -1.754 -4.377
C -5.312 2.779 0.153
C -2.003 4.304 4.552
C -2.660 -2.581 -0.767
C 0.652 1.737 3.968
C -0.419 2.712 3.739
H 0.469 0.036 -3.156
H -4.511 -6.129 -0.435
H -2.268 5.038 5.277
H -3.845 4.339 3.519
H 6.805 -1.448 -5.227
H -0.082 3.965 5.413
H 0.202 -4.047 -1.903
H -3.055 -1.568 -0.661
H 7.523 -0.113 -3.431
H 2.864 -1.260 4.624
H -5.029 3.764 1.955
H 3.202 -1.156 -0.631
H 4.543 -2.387 -5.259
H -6.339 3.000 -0.028
H 5.984 0.316 -1.355
H -4.574 -3.439 -0.835
H 1.459 2.562 5.807
H -5.330 1.731 -1.665
H 3.087 2.841 -1.045
H -2.835 0.963 -1.272
H -5.003 -5.486 -1.910
H -3.788 -6.866 -1.938
H 3.790 1.958 -2.445
H -1.240 0.517 -3.268
H 2.886 0.527 6.182
H 2.949 -2.009 -3.203
H -1.290 -6.042 -1.967
H 1.708 -1.055 2.458
```

Values from the calculation:
total charge	+2
highest occupied orbital energy	-13.59	eV
orbital gap	6.519	eV

Mulliken atomic charges, in units of e: 0.7687, -0.4121, 1.6572, -0.6289, -0.5549, -0.3857, -0.5398, -0.2040, 0.0478, -0.1379, 0.1038, 0.2967, 0.0750, 0.0907, -0.2591, -0.0249, -0.7870, -0.9902, 0.4504, -0.4820, -0.9865, -0.7673, 0.0474, -1.4409, 0.0209, -0.6852, -0.6355, 0.4231, 0.8669, 0.9852, 0.0487, -0.6775, -0.3318, 1.0752, -1.1053, -1.0969, -0.7306, -0.0576, -0.6645, -0.5630, -0.9363, -0.6400, 0.8567, 0.4568, 0.3253, 0.3194, 0.5119, 0.3167, 0.2902, 0.4593, 0.3628, 0.1052, 0.4579, 0.4387, 0.3628, 0.2922, 0.3749, 0.4585, 0.4528, 0.4018, 0.3972, 0.4534, 0.2790, 0.5221, 0.3664, 0.3498, 0.2748, 0.4058, 0.4489, 0.3038, 0.3624, 0.3604